Record 1
A structure of composition C28H43Cl2EuN2P at a distorted geometry. Source: OMol25; level of theory: the ωB97M-V functional and the def2-TZVPD basis.

The geometry in XYZ format:
```
77
Properties=species:S:1:pos:R:3:forces:R:3:mulliken_charge:R:1
P 0.8885 -0.4064 -0.7641 0.050 -0.098 0.091 0.314
C 0.3986 -2.2221 -0.8449 0.111 0.022 0.002 0.027
C 1.4269 -3.2699 -1.3061 -0.153 -0.023 0.022 -0.186
C 0.7569 -4.6423 -1.4816 0.033 0.056 0.088 -1.002
C 0.0714 -5.0985 -0.1873 -0.033 0.102 -0.042 -0.644
C -0.9335 -4.0490 0.3048 0.081 0.044 -0.035 -0.856
C -0.2663 -2.6756 0.4679 -0.025 -0.005 -0.098 -0.373
C 2.1391 -0.2125 0.6217 -0.014 -0.051 -0.028 0.407
C 3.2664 -1.2455 0.7685 -0.018 0.125 0.058 -0.491
C 4.2900 -0.7928 1.8220 -0.110 -0.035 0.013 -0.935
C 3.6140 -0.5380 3.1757 -0.039 0.062 -0.098 -0.666
C 2.4655 0.4705 3.0407 -0.020 -0.078 -0.055 -0.902
C 1.4487 0.0235 1.9800 0.031 0.052 -0.060 -0.758
C 1.9891 -0.2665 -2.2744 -0.052 -0.009 0.046 0.041
C 1.1518 -0.5371 -3.5395 0.116 0.047 0.017 -0.786
C 1.9879 -0.3896 -4.8184 -0.039 0.075 0.086 -0.826
C 2.6384 0.9964 -4.8992 0.014 -0.063 0.076 -0.728
C 3.4730 1.2796 -3.6448 -0.117 -0.024 0.034 -0.792
C 2.6355 1.1278 -2.3661 -0.019 -0.066 -0.093 -0.786
H -0.3991 -2.1994 -1.6052 0.043 0.012 0.105 0.519
H 2.2304 -3.3547 -0.5664 -0.067 -0.016 -0.073 0.046
H 1.8950 -2.9669 -2.2487 -0.040 -0.053 0.087 0.203
H 1.4995 -5.3839 -1.8018 -0.080 0.062 0.031 0.378
H 0.0077 -4.5749 -2.2839 0.072 0.000 0.097 0.381
H -0.4283 -6.0630 -0.3396 0.058 0.100 0.014 0.387
H 0.8360 -5.2556 0.5875 -0.066 0.025 -0.084 0.307
H -1.7543 -3.9635 -0.4215 0.101 0.010 0.104 0.354
H -1.3804 -4.3654 1.2554 0.055 0.047 -0.129 0.390
H -0.9993 -1.9294 0.7977 0.058 -0.089 -0.060 -0.114
H 0.4976 -2.7429 1.2541 -0.055 -0.015 -0.063 0.189
H 2.6086 0.7472 0.3519 -0.082 -0.083 0.070 0.379
H 4.7733 0.1328 1.4771 -0.063 -0.090 0.041 0.352
H 3.7643 -1.4168 -0.1930 -0.026 0.001 0.077 0.215
H 2.8369 -2.2053 1.0834 0.047 0.085 -0.004 0.192
H 5.0815 -1.5454 1.9266 -0.070 0.074 -0.010 0.387
H 4.3496 -0.1823 3.9075 -0.071 -0.046 -0.078 0.392
H 3.2157 -1.4877 3.5614 0.039 0.092 -0.051 0.291
H 1.9651 0.6089 4.0072 0.056 -0.015 -0.160 0.403
H 2.8760 1.4490 2.7514 -0.067 -0.118 0.029 0.364
H 0.6562 0.7720 1.8667 0.114 -0.057 0.035 0.142
H 0.9643 -0.9026 2.3148 0.047 0.087 -0.007 0.213
H 2.7932 -1.0151 -2.2205 -0.031 0.071 -0.047 0.283
H 0.7104 -1.5394 -3.5001 0.035 0.121 -0.016 0.312
H 0.3144 0.1749 -3.5637 0.086 -0.082 0.013 0.352
H 2.7730 -1.1595 -4.8262 -0.065 0.081 0.001 0.315
H 1.3580 -0.5688 -5.6985 0.078 0.025 0.092 0.370
H 1.8514 1.7589 -4.9887 0.089 -0.097 0.029 0.329
H 3.2618 1.0746 -5.7984 -0.067 -0.007 0.090 0.366
H 3.9019 2.2881 -3.6904 -0.052 -0.117 -0.004 0.391
H 4.3173 0.5759 -3.6060 -0.083 0.061 -0.020 0.320
H 3.2703 1.3149 -1.4930 -0.083 -0.006 -0.128 0.258
H 1.8429 1.8894 -2.3521 0.086 -0.078 0.036 0.305
Eu -2.7096 2.1939 0.2759 3.184 -1.044 -5.893 0.933
Cl -0.7013 3.2931 0.4497 5.110 2.747 0.350 -0.648
Cl -3.5941 0.2592 -0.5822 -2.111 -4.965 -2.216 -0.614
C -3.6484 2.6028 1.7978 -5.255 1.403 8.270 -0.476
H -4.3037 3.4747 1.8845 0.066 0.266 0.292 0.013
C -3.4546 1.8618 3.0335 -0.468 1.296 -1.110 0.515
C -3.8054 2.4639 4.2605 0.175 -0.502 1.091 -0.621
C -3.5898 1.8039 5.4654 -0.083 0.089 -0.581 -0.414
C -3.0302 0.5240 5.4714 0.126 -0.318 0.186 -0.486
C -2.6934 -0.0945 4.2635 -0.074 0.397 -0.003 -0.709
C -2.9045 0.5620 3.0575 0.161 -0.194 0.461 -0.050
H -4.2379 3.4616 4.2525 0.087 -0.129 -0.036 0.286
H -3.8600 2.2840 6.4020 0.013 -0.040 -0.015 0.336
H -2.2747 -1.0968 4.2650 -0.014 0.037 0.021 0.365
H -2.6803 0.0617 2.1180 -0.047 -0.118 0.094 0.178
H -2.8662 0.0061 6.4121 -0.007 0.022 -0.070 0.335
N -5.8993 4.5176 -1.9087 -1.369 -0.444 -0.108 -0.053
C -4.8879 5.3892 -2.0786 1.693 1.883 -0.450 -0.468
C -3.7562 4.8649 -1.4858 -1.027 1.114 -0.936 -0.335
N -4.0734 3.6680 -0.9637 -2.388 -0.152 -0.702 -0.111
C -5.3804 3.4831 -1.2236 1.002 -0.909 0.684 -0.406
H -6.8863 4.6246 -2.2319 1.608 -0.226 0.562 0.240
H -4.9726 6.3391 -2.5883 -0.261 -0.202 0.033 0.357
H -2.7778 5.3226 -1.4339 -0.068 -0.251 0.091 0.408
H -5.9451 2.6135 -0.9126 0.153 0.119 -0.056 0.397
```
Forces are in eV/Å.

**HOMO energy (spin up / spin down)**: -2.3 / -2.2 eV
**Expectation value of S²**: 12.04
**E_LUMO (spin up / spin down)**: 2.3415 / 2.3421 eV
**DFT total energy**: -3174.2808 hartree
**Maximum force**: 9.90 eV/A
**2S+1**: 7
**Charge**: -1

---

Record 2
An isolated molecule of C15H13N5O6 at a distorted geometry. Source: OMol25; level of theory: the ωB97M-V functional and the def2-TZVPD basis.

The geometry in XYZ format:
```
39
Properties=species:S:1:pos:R:3:forces:R:3:mulliken_charge:R:1
N 2.6285 -0.3542 -4.8610 -0.014 0.406 -1.262 -0.583
C 3.0478 -1.0497 -3.6524 -2.339 1.430 1.312 -0.260
C 2.6974 -0.0370 -2.5568 -0.091 1.746 5.543 -0.117
C 3.4122 1.2123 -2.0594 -1.789 -1.051 -1.116 -0.747
C 2.7123 1.7057 -0.9613 1.488 0.347 -0.555 -0.389
N 1.6481 0.8734 -0.4924 3.175 0.226 -3.379 0.205
C 0.7530 0.8939 0.5947 -1.194 -1.271 1.238 0.202
C -0.5126 0.1810 0.3888 0.911 0.353 -1.552 -0.262
C -1.4260 -0.1090 1.3949 -0.961 -0.470 1.011 0.032
C -1.1261 0.3886 2.6800 1.708 0.613 1.120 0.385
C 0.1339 0.9915 2.9687 0.222 0.212 -0.370 -0.504
C 1.0578 1.3298 1.9675 -0.594 -1.247 -2.316 -0.288
N 2.4162 1.8954 2.2258 4.036 0.311 0.079 0.788
O 2.6045 2.9379 2.9162 -1.476 -2.998 -1.780 -0.532
O 3.4192 1.2706 1.6842 -3.918 1.868 1.960 -0.442
N -1.9661 0.2358 3.8013 -0.350 -0.527 -2.708 -0.136
C -3.2583 -0.2115 3.6693 0.075 0.753 5.175 0.424
O -3.9082 -0.1227 4.7578 0.465 -0.796 -4.333 -0.637
C -3.5788 -0.9288 2.3732 -1.964 -2.181 -2.309 0.469
O -4.6076 -1.6069 2.2536 2.092 1.595 0.683 -0.601
N -2.6525 -0.9192 1.2625 1.281 1.494 2.782 0.155
C -2.8555 -1.9168 0.2114 -0.330 1.220 1.064 -0.841
C -3.5202 -1.2896 -0.9906 0.382 -1.805 -1.498 0.591
O -3.3164 -1.9000 -2.0083 -0.229 0.369 -0.901 -0.572
O -4.3116 -0.2280 -0.9170 0.499 0.218 1.987 -0.450
C 1.7974 -0.1485 -1.4666 -0.378 -1.126 -1.968 -0.683
H 2.4075 0.6466 -4.7214 0.358 -1.086 -0.007 0.278
H 3.3234 -0.4412 -5.5976 -0.292 0.109 0.069 0.222
H 2.4177 -1.9958 -3.4870 1.292 1.119 -0.251 0.246
H 4.1129 -1.1710 -3.6380 0.525 -0.710 0.123 0.251
H 4.2606 1.6580 -2.6300 -0.851 -0.015 1.037 0.366
H 3.1191 2.5838 -0.5109 -0.620 0.422 0.768 0.389
H -0.7988 -0.1583 -0.6649 0.794 0.598 1.553 0.621
H 0.4385 1.0831 4.0304 -0.384 0.360 -0.795 0.370
H -1.7948 0.7431 4.6509 0.163 0.048 0.180 0.270
H -1.9063 -2.3985 -0.0891 -0.506 0.535 0.039 0.359
H -3.5269 -2.6978 0.6128 0.239 0.454 -0.179 0.477
H -4.5853 0.0740 -1.7777 -0.105 -0.181 -0.866 0.370
H 1.2440 -1.0200 -1.3616 -1.320 -1.346 0.421 0.576
```
Forces are in eV/Å.

**HOMO energy**: -8.6 eV
**E_LUMO**: -1.3116 eV
**DFT total energy**: -1304.4397 hartree
**Maximum force**: 5.81 eV/A
**SMILES string**: NCc1ccn(-c2cc3c(cc2[N+](=O)[O-])[nH]c(=O)c(=O)n3CC(=O)O)c1
**Charge**: 0

---

Record 3
A structure of composition CH4N5O2 at a distorted geometry. Source: OMol25; level of theory: the ωB97M-V functional and the def2-TZVPD basis.

The geometry in XYZ format:
```
12
Properties=species:S:1:pos:R:3:forces:R:3:mulliken_charge:R:1
C -0.5804 -0.4355 -0.7254 1.376 3.365 1.867 0.463
N 1.1322 1.5247 -0.1764 1.270 1.791 3.421 -0.076
N 0.5918 0.9897 -1.1131 -3.518 -4.301 -2.580 -0.540
N -0.1708 -1.4459 -1.4479 -1.748 0.151 0.000 -0.405
N -1.4958 -0.4260 0.1708 -0.463 -0.463 -0.474 -0.735
N 0.9938 1.6266 1.0743 -1.234 -1.225 -0.036 0.744
O 0.2407 0.6006 1.9718 -0.557 0.280 -1.928 -0.630
O 1.7140 2.3731 1.7760 0.795 0.649 1.000 -0.801
H -0.5339 -2.3339 -1.3816 -1.246 -2.174 0.392 0.157
H 0.6477 -1.3854 -1.8950 3.559 0.649 -1.998 0.214
H -0.6105 0.2760 1.4725 1.646 0.851 0.402 0.467
H -1.9291 -1.3639 0.2741 0.119 0.427 -0.068 0.141
```
Forces are in eV/Å.

**HOMO energy (spin up / spin down)**: -2.2 / -2.2 eV
**ΔE to the lowest compared entry with this formula, charge and spin**: 4.376 eV
**E_LUMO (spin up / spin down)**: 3.7774 / 3.7775 eV
**DFT total energy**: -464.5636 hartree
**Maximum force**: 6.13 eV/A
**Charge**: -1

---

Record 4
A cluster of 6 separate species, C49H69NO15 in total at a distorted geometry. Source: OMol25; level of theory: the ωB97M-V functional and the def2-TZVPD basis.

The geometry in XYZ format:
```
134
Properties=species:S:1:pos:R:3:forces:R:3:mulliken_charge:R:1
C 0.7787 -3.8213 0.2958 -0.846 -0.775 -0.267 -0.424
C 0.1387 -4.9568 1.2229 0.943 0.845 -0.618 -0.489
O -1.2546 -4.6507 1.3735 0.488 -0.517 -0.772 -0.223
C -1.9901 -5.0083 0.1921 -1.033 -0.585 0.542 -0.897
C -3.0635 -3.9312 -0.1524 -0.830 1.024 -0.275 0.519
C -3.3515 -3.5316 -1.5360 -1.324 0.529 0.829 0.505
C -2.5897 -4.1111 -2.7956 0.068 1.458 0.391 -0.569
C -2.1615 -2.8280 -3.6513 -0.334 -0.233 1.023 -0.454
O -0.8827 -2.9958 -4.2704 -0.819 0.599 -0.124 -0.355
C -0.3116 -1.7401 -4.6474 1.253 0.665 0.631 -0.403
C 1.2183 -1.7881 -4.1843 -0.137 -0.962 -2.010 -0.478
O 1.7649 -0.4915 -3.9356 -0.794 -0.512 1.403 -0.432
C 1.4230 -0.0142 -2.6705 -0.108 1.742 2.541 0.158
C 2.1255 1.2013 -2.1937 -1.498 -0.627 1.477 -0.847
C 1.7843 1.7840 -0.8923 -0.845 -1.841 -0.890 -0.709
C 0.7489 1.2028 0.0071 0.149 -0.248 -1.860 -0.488
C 0.4016 1.9145 1.3757 1.245 -0.504 0.457 2.777
C 1.6022 1.4793 2.3613 -0.857 0.611 -1.196 -1.906
C -0.9101 1.3371 2.0465 0.386 -1.074 -0.546 -1.761
C 0.4629 3.4896 1.2963 -1.159 -0.018 0.514 -1.372
C -0.8310 4.2215 0.7412 0.167 1.586 -0.417 1.979
C -0.3011 5.5717 0.0526 0.167 -1.433 -0.643 -1.689
C -1.7719 4.7272 1.9275 1.003 -0.110 -0.172 -1.576
C -1.6174 3.4496 -0.3848 -0.925 0.630 0.601 -1.464
C 0.0941 -0.0105 -0.4574 1.763 1.109 -1.455 -0.349
C 0.4368 -0.6010 -1.7722 0.487 1.172 0.606 0.543
C -4.4049 -2.5261 -1.7961 0.118 -0.228 1.761 -0.223
C -5.1710 -1.8705 -0.7317 1.635 -1.701 0.666 -1.038
C -4.8574 -2.2504 0.6420 0.817 -1.430 -1.524 0.078
C -3.8217 -3.2834 0.9177 -1.043 0.797 -1.429 0.626
C -3.7692 -3.4224 2.4790 0.197 0.921 -1.710 -0.007
O -3.3338 -4.2624 3.2014 -0.365 0.338 -0.456 -0.484
N -4.3917 -2.1802 2.9435 -0.618 0.131 1.079 -0.304
C -5.4486 -1.7794 2.0146 1.765 -0.918 -1.620 0.180
O -6.4886 -1.2668 2.2947 0.617 -0.097 -0.179 -0.524
H 0.7083 -4.1907 -0.7698 0.484 0.526 0.955 0.159
H 0.0906 -2.9282 0.3362 0.988 -0.758 0.249 -0.155
H 1.8300 -3.5627 0.5763 -0.948 -0.188 -0.374 0.444
H 0.2938 -5.9760 0.7532 -0.242 0.975 0.556 0.276
H 0.6520 -4.9591 2.2211 -0.894 0.045 -0.766 0.279
H -2.5440 -5.9641 0.4535 0.436 0.892 -0.431 0.246
H -1.3206 -5.2649 -0.6658 -0.564 0.523 0.690 0.388
H -3.2515 -4.7963 -3.3956 0.826 0.535 0.734 0.388
H -1.6370 -4.5937 -2.4657 -0.955 0.146 -0.456 0.166
H -2.0476 -1.9991 -2.8893 -0.385 -0.609 -0.989 0.448
H -2.9852 -2.5864 -4.3837 0.953 -0.038 0.515 0.243
H -0.3796 -1.5249 -5.7505 0.005 -0.502 0.951 0.353
H -0.7682 -0.8573 -4.1210 0.089 -0.935 -0.373 0.396
H 1.3872 -2.5279 -3.3558 -0.389 0.957 -0.473 0.302
H 1.7795 -2.2012 -5.0752 -0.309 0.559 1.024 0.315
H 2.9173 1.7101 -2.8032 -0.953 -0.681 0.544 0.392
H 2.3407 2.7033 -0.5891 -0.611 -0.977 -0.317 0.298
H 1.3135 1.7542 3.4071 0.490 -0.335 -0.937 0.486
H 2.5127 2.0410 2.0204 -0.582 -0.698 0.489 0.229
H 1.7107 0.3742 2.2356 0.220 1.102 0.389 0.439
H -1.3215 1.9747 2.8654 0.349 -0.360 -0.870 0.182
H -1.6795 1.0632 1.2658 0.528 0.704 0.967 0.263
H -0.6311 0.3495 2.5270 -0.250 1.039 -0.409 0.403
H 0.5977 3.8502 2.3625 -0.044 -0.373 -1.078 0.371
H 1.3465 3.8773 0.7293 -0.665 -0.662 0.430 0.209
H -1.1489 6.1928 -0.3331 0.769 -0.283 0.634 0.434
H 0.2634 5.2215 -0.8664 -0.373 0.616 0.927 0.339
H 0.4112 6.1190 0.7206 -0.782 -0.242 -0.571 0.352
H -1.0864 5.3275 2.5991 -0.870 -0.630 -0.513 0.377
H -2.5615 5.4356 1.5663 0.544 -0.813 0.194 0.399
H -2.2109 3.8900 2.5256 0.208 0.753 -0.547 0.252
H -2.2579 4.2134 -0.9218 0.668 -0.761 0.468 0.489
H -2.3579 2.7456 0.0958 0.944 0.392 -0.725 0.247
H -0.9725 2.9539 -1.1515 -0.467 0.274 0.833 0.136
H -0.6860 -0.5161 0.1546 0.740 0.466 -0.591 0.259
H -0.1249 -1.5189 -2.0539 0.642 0.806 0.231 0.148
H -4.6281 -2.2334 -2.8550 0.281 -0.358 1.185 0.293
H -5.9477 -1.1020 -0.9450 0.752 -0.783 0.128 0.430
H -3.6658 -1.4523 2.9031 -0.323 -0.227 0.475 0.381
O 3.0074 4.1623 -4.0211 -0.280 0.275 -0.252 -0.582
C 2.8028 3.8420 -5.1564 0.196 -0.284 0.674 0.478
C 3.5600 2.7951 -5.9360 0.078 0.137 -0.524 -0.296
C 3.1470 3.1008 -7.3653 0.268 -0.217 -0.304 -0.594
C 1.7624 3.6884 -7.1833 -0.166 -0.048 -0.336 -0.460
O 1.8010 4.3615 -5.9160 0.140 0.035 0.097 -0.199
H 3.2265 1.8045 -5.6175 0.064 0.037 0.122 0.050
H 4.6336 2.9024 -5.7943 -0.103 -0.129 0.296 0.390
H 3.1625 2.2319 -8.0234 -0.081 0.063 0.014 0.353
H 3.8170 3.8545 -7.7875 -0.070 -0.040 -0.004 0.276
H 0.9861 2.9193 -7.1453 0.027 0.022 0.035 0.280
H 1.5139 4.4022 -7.9689 -0.099 0.083 0.205 0.327
O -10.3108 -5.2349 5.2593 0.301 -0.180 0.338 -0.570
C -9.1657 -4.8884 5.3337 -0.626 0.187 -0.184 0.420
C -8.4113 -4.0856 4.3008 0.513 -0.204 -0.025 -0.396
C -6.9689 -4.2928 4.7270 0.335 0.198 -0.386 -0.012
C -7.0978 -4.4965 6.2213 0.351 0.067 0.122 -0.542
O -8.3686 -5.1391 6.4065 -0.222 -0.076 -0.164 -0.343
H -8.7118 -3.0384 4.3750 -0.090 -0.054 -0.081 0.280
H -8.5951 -4.4670 3.2983 -0.299 0.169 0.071 0.324
H -6.3089 -3.4669 4.4604 0.009 -0.041 0.113 0.032
H -6.5762 -5.2014 4.2619 0.014 0.046 0.064 0.198
H -7.1022 -3.5512 6.7708 -0.032 -0.029 -0.023 0.285
H -6.3058 -5.1309 6.6183 -0.206 -0.046 0.122 0.307
O 1.2033 -0.4224 4.4333 0.329 -0.082 0.243 -0.537
C 2.3193 -0.7733 4.7031 -0.584 -0.235 -0.109 0.447
C 2.6938 -1.9052 5.6305 0.425 0.139 0.324 -0.494
C 4.1644 -1.6322 5.8917 0.191 -0.225 0.383 -0.564
C 4.5949 -0.9403 4.6164 0.394 -0.141 -0.190 -0.066
O 3.4354 -0.2171 4.1684 -0.334 0.103 0.187 -0.318
H 2.5412 -2.8541 5.1122 -0.115 0.042 0.025 0.231
H 2.1076 -1.8699 6.5468 -0.236 -0.115 -0.234 0.340
H 4.7464 -2.5271 6.1129 0.029 0.061 -0.115 0.343
H 4.2652 -0.9473 6.7386 0.006 -0.042 -0.043 0.306
H 4.8868 -1.6518 3.8373 -0.369 0.402 0.349 -0.047
H 5.4179 -0.2434 4.7863 -0.174 0.161 -0.119 0.351
O 5.8605 -3.1084 3.0988 0.581 -0.526 0.175 -0.642
C 7.0079 -2.7679 3.1963 -0.400 0.031 -0.287 0.632
C 7.7855 -1.9693 2.1796 0.499 -0.207 -0.058 -0.465
C 9.2186 -2.1842 2.6338 0.297 0.134 -0.310 -0.491
C 9.0570 -2.3875 4.1259 0.410 0.092 0.145 -0.419
O 7.7789 -3.0229 4.2834 -0.311 -0.043 -0.184 -0.351
H 7.4880 -0.9205 2.2487 -0.125 -0.056 -0.071 0.278
H 7.6192 -2.3493 1.1736 -0.306 0.176 0.067 0.323
H 9.8884 -1.3622 2.3815 -0.017 -0.040 0.093 0.330
H 9.6157 -3.0940 2.1764 0.000 0.059 0.054 0.267
H 9.0460 -1.4426 4.6758 -0.039 -0.036 -0.014 0.273
H 9.8364 -3.0267 4.5397 -0.224 -0.051 0.128 0.299
O -0.2848 8.1815 -2.6621 -0.327 0.275 -0.301 -0.561
C -0.4973 7.8675 -3.7980 0.229 -0.279 0.637 0.322
C 0.2552 6.8240 -4.5879 0.065 0.232 -0.498 -0.032
C -0.1658 7.1370 -6.0123 0.238 -0.220 -0.293 -0.308
C -1.5493 7.7246 -5.8201 -0.139 -0.005 -0.307 -0.442
O -1.5038 8.3912 -4.5516 0.124 0.057 0.147 -0.368
H -0.0764 5.8326 -4.2738 0.143 0.028 0.103 0.129
H 1.3293 6.9296 -4.4531 -0.105 -0.209 0.317 0.299
H -0.1540 6.2710 -6.6744 -0.068 0.047 0.033 0.134
H 0.5025 7.8926 -6.4347 -0.067 -0.035 -0.004 0.246
H -2.3259 6.9555 -5.7817 0.025 0.017 0.023 0.267
H -1.8023 8.4421 -6.6008 -0.112 0.079 0.210 0.320
```
Forces are in eV/Å.

**HOMO energy**: -8.1 eV
**E_LUMO**: -0.4785 eV
**DFT total energy**: -3091.7534 hartree
**Maximum force**: 3.08 eV/A
**SMILES string**: CCOCc1c(CCOCCOc2ccc(C(C)(C)CC(C)(C)C)cc2)ccc2c1C(=O)NC2=O.O=C1CCCO1.O=C1CCCO1.O=C1CCCO1.O=C1CCCO1.O=C1CCCO1
**Charge**: 0